92
Properties=species:S:1:pos:R:3:forces:R:3 method="wB97M-V/def2-TZVPD" relative_energy_kcal_mol=0.00 orbital_gap_ev=5.57 total_charge=-1
C -4.40595 -2.79947 4.60575 0.3 -0.4 0.1
C -3.09646 -1.98195 4.36379 -0.9 0.1 0.2
C -3.06495 -1.32022 2.94004 0.0 -1.1 0.8
C -2.33659 -2.29110 1.90976 -0.5 2.5 0.6
C -1.09979 -1.53994 1.33150 1.1 -0.5 0.0
C 0.12152 -2.44756 0.93446 -0.7 0.1 -0.8
Ga -0.27414 -4.44521 0.65440 0.2 0.0 0.1
C -1.80334 -4.73489 -0.69815 -0.2 -0.2 0.1
C -2.37577 -6.18115 -0.70497 1.0 0.5 -0.7
O -2.96882 -6.59959 0.52028 -0.5 0.2 -0.7
C -3.98018 -5.71557 0.95126 -0.8 -0.7 1.2
C -5.25202 -6.48010 1.46136 0.2 0.9 -0.2
B 1.48323 -5.31365 -0.16754 -0.8 0.0 0.4
O 1.32920 -6.40094 -1.10409 1.3 0.9 0.1
N 2.82891 -4.77003 0.22511 0.9 -1.6 -1.0
C 3.88244 -5.06540 -0.77398 0.6 0.1 -0.1
C 3.26688 -5.42904 1.49319 -0.6 0.2 -0.3
H -5.30184 -2.31560 4.18115 0.4 -0.1 0.1
H -4.60819 -2.96800 5.68258 0.2 0.1 -0.4
H -4.30573 -3.80725 4.16014 -0.2 0.5 0.0
H -2.25781 -2.68601 4.51094 -0.1 0.5 -0.1
H -3.03634 -1.22234 5.16800 0.1 -0.2 -0.4
H -4.12269 -1.14581 2.66665 0.5 0.1 -0.1
H -2.56530 -0.34218 3.02371 -0.1 -0.3 -0.3
H -2.08769 -3.19266 2.48366 0.1 0.0 -0.7
H -3.06342 -2.45093 1.09932 0.4 -0.6 0.2
H -0.71995 -0.77980 2.05115 -0.4 -0.4 -0.2
H -1.40320 -0.95460 0.43597 -0.1 -0.3 0.4
H 0.96366 -2.35380 1.63154 -0.4 0.0 -0.1
H 0.50134 -2.06473 -0.04421 0.0 -0.3 0.5
H -0.55059 -5.20877 2.06510 -0.2 0.1 0.1
H -2.58711 -3.96777 -0.52083 0.2 -0.5 -0.2
H -1.38981 -4.53328 -1.70873 -0.2 -0.1 0.4
H -3.06147 -6.34153 -1.57518 -0.1 0.0 0.6
H -1.52131 -6.86284 -0.88033 -0.4 0.2 0.2
H -4.32767 -5.02071 0.16831 0.5 -0.1 0.3
H -3.57378 -5.17758 1.83144 -0.2 0.2 -0.6
H -4.99526 -7.40889 1.99175 -0.1 0.3 -0.3
H -5.97312 -6.64658 0.64026 0.4 -0.3 0.3
H -5.76035 -5.77904 2.15595 0.2 -0.5 -0.2
H 1.16482 -7.18891 -0.58948 -0.4 -0.3 0.1
H 3.89548 -4.31705 -1.58733 -0.2 -0.3 0.3
H 4.88073 -5.02780 -0.28743 -0.4 0.2 -0.2
H 3.80794 -6.08148 -1.22078 -0.1 0.5 0.2
H 3.84643 -4.70316 2.08969 -0.3 -0.4 0.1
H 3.91907 -6.30210 1.27746 -0.3 0.3 0.1
H 2.37088 -5.80199 2.02426 0.5 0.4 0.2
O 1.89957 -0.33120 2.00099 0.5 0.6 0.5
S 3.30524 -0.05906 2.07195 0.1 -0.2 -0.5
O 4.01445 -0.07547 3.32238 -0.4 0.1 -0.2
O 3.58850 1.34390 1.32933 0.1 -0.5 0.0
C 2.81656 2.47074 1.74907 -0.3 0.7 0.3
C 3.33547 3.06762 3.04336 0.0 -0.2 0.2
C 4.14674 -1.10169 0.92130 0.1 0.1 0.0
H 1.76138 2.19927 1.83402 0.1 -0.2 0.0
H 2.89649 3.21290 0.95364 0.1 -0.2 -0.1
H 3.17997 2.38563 3.87997 0.0 0.0 0.0
H 2.81878 4.00267 3.26619 0.0 0.0 -0.1
H 4.40728 3.25947 2.97602 0.0 0.0 -0.1
H 3.64106 -1.04317 -0.03919 -0.1 0.0 0.1
H 4.10313 -2.11975 1.30601 -0.2 0.0 0.0
H 5.18077 -0.77292 0.84112 0.0 0.0 0.0
O 0.42417 5.06216 0.78421 0.0 0.2 -0.5
S -0.39930 4.55381 -0.27861 -0.7 -0.8 0.3
O -0.09413 4.82433 -1.65820 0.0 0.1 0.6
O -1.92755 4.96945 0.00411 0.5 -0.3 0.0
C -2.21848 6.35114 0.24340 -0.2 0.8 0.0
C -2.25554 7.15459 -1.04362 0.2 -0.1 -0.2
C -0.60138 2.81085 -0.07166 -0.1 0.1 0.0
H -1.50455 6.77458 0.95389 0.1 -0.2 0.0
H -3.19984 6.37886 0.71703 0.1 -0.3 0.0
H -1.26352 7.22618 -1.49119 0.0 0.0 0.0
H -2.61470 8.16684 -0.85191 0.0 0.0 0.1
H -2.90820 6.67832 -1.77628 0.0 0.0 0.1
H -0.88926 2.60949 0.95736 0.0 0.0 0.0
H 0.35363 2.33796 -0.29483 0.0 0.1 0.0
H -1.36247 2.46074 -0.76485 0.0 0.0 0.0
O 3.44320 7.72101 -4.63164 0.0 -0.3 -0.3
S 2.58185 6.57572 -4.75440 -0.5 0.0 0.3
O 3.07740 5.32342 -5.25283 0.1 0.5 0.0
O 1.28785 6.99779 -5.61767 0.2 -0.1 0.5
C 1.50058 7.61438 -6.89127 0.1 0.1 -0.7
C 1.86307 6.59921 -7.95941 0.2 -0.2 0.1
C 1.74754 6.29825 -3.22320 0.1 0.2 -0.3
H 2.25968 8.39676 -6.81520 0.0 -0.1 0.2
H 0.56124 8.10066 -7.15641 -0.1 -0.1 0.3
H 2.84560 6.16536 -7.77166 0.0 0.0 0.0
H 1.88248 7.07040 -8.94362 -0.1 0.1 0.0
H 1.14366 5.77958 -7.97145 0.0 0.1 0.0
H 1.32339 7.23891 -2.88094 0.0 0.0 0.0
H 2.48109 5.93308 -2.50789 0.0 0.0 -0.1
H 0.97521 5.55624 -3.37429 0.0 0.0 -0.1